No. 1
Density functional theory data (ωB97M-V/def2-TZVPD) for C7H12INO2 in the gas phase.

Geometry as XYZ:
```
23
Properties=species:S:1:pos:R:3
C 0.109 1.402 -1.895
C 0.291 0.385 2.195
C -0.671 -0.691 1.751
C 0.090 1.598 1.410
C -0.164 -1.483 0.605
C 0.607 0.403 -0.897
C -0.721 -1.406 -1.861
N -0.209 -0.745 -0.645
O 0.920 2.354 -2.295
O -0.972 1.419 -2.513
I 2.655 0.199 -0.517
H 0.109 0.656 3.247
H 1.276 0.024 1.945
H -0.644 -1.516 2.538
H -1.614 -0.258 1.639
H -0.906 1.807 1.020
H 0.807 2.390 1.572
H 0.747 -1.975 0.786
H -0.897 -2.310 0.534
H -1.534 -2.133 -1.643
H -1.198 -0.679 -2.522
H 0.123 -1.637 -2.605
H 1.797 2.197 -1.851
```

- 2S+1: 1

=====

No. 2
Density functional theory data (ωB97M-V/def2-TZVPD) for a molecular structure, C7H12MoN4O5SSe2Te2.

Geometry as XYZ:
```
34
Properties=species:S:1:pos:R:3
Mo -1.108 -0.257 0.237
N -0.367 -0.379 -1.866
C -0.727 0.812 -2.651
C -0.529 2.032 -1.747
O -0.037 3.068 -2.194
N -0.885 1.764 -0.486
C -0.354 2.619 0.553
C 0.589 1.791 1.414
O 1.392 2.260 2.186
O 0.470 0.466 1.245
H -0.685 -1.245 -2.288
H 0.651 -0.451 -1.754
H -0.105 0.927 -3.539
H -1.773 0.724 -2.951
H 0.193 3.475 0.156
H -1.146 2.993 1.210
C 3.158 2.016 -1.551
O 3.519 1.344 -0.342
C 3.019 0.099 -0.211
O 2.453 -0.496 -1.105
N 3.287 -0.375 1.048
N 2.496 -1.462 1.465
H 3.642 2.987 -1.497
H 2.078 2.151 -1.616
H 3.509 1.463 -2.422
H 3.397 0.382 1.715
H 1.653 -1.076 1.878
H 3.023 -2.063 2.079
Se -3.435 -0.509 -0.775
Te -4.295 -2.639 0.279
Te -4.446 -1.285 2.599
Se -2.110 -0.344 2.613
S -0.272 -3.583 0.126
C -0.652 -2.069 0.305
```

- Charge: -1
- 2S+1: 2

=====

no.,DFT total energy (hartree),maximum force (eV/Å)
1,-776.709886,4.0
2,-6674.636369,0.8